1.
Here is 2 unconnected molecules or ions with the total composition C3H7BNO3 from OMol25. Energies are from ωB97M-V with the def2-TZVPD basis set.

The HOMO energy is -15.27 eV. The value obtained for the LUMO energy is -5.045 eV. The energy above the lowest of the compared OMol25 structures with the same formula, charge and spin is 26.5 kJ/mol. Its strongest force on any atom is 4.3 eV/A. The orbital gap comes out at 10.2 eV.

The geometry in ORCA input format:
```
! RIJCOSX wB97M-V def2-TZVPD def2/J DEFGRID3
* xyz 1 1
O 0.974 0.017 -2.090
H 2.198 -1.009 -3.252
O -1.559 -0.411 3.313
O 0.336 0.781 2.226
C -1.657 0.283 0.223
H 0.797 -1.829 -2.431
H 1.232 1.411 0.592
N -0.447 0.525 -0.016
H -2.419 0.246 -0.512
C 0.624 0.515 0.872
H -0.086 0.725 -1.053
B -0.553 0.048 2.891
C 1.344 -0.958 -2.683
H 1.254 -0.482 0.720
H -2.037 0.137 1.200
*
```

Mulliken atomic charge list, values in e, 2 entries: -0.5158, 0.3097

***

2.
Here is 40 unconnected molecules or ions with the total composition H80O40 from OMol25. Energies are from ωB97M-V with the def2-TZVPD basis set.

The HOMO energy is -10.34 eV. The value obtained for the LUMO energy is -0.463 eV. The energy above the lowest of the compared OMol25 structures with the same formula, charge and spin is 1061.0 kJ/mol. Its strongest force on any atom is 4.8 eV/A. The orbital gap comes out at 9.9 eV.

The geometry in ORCA input format:
```
! RIJCOSX wB97M-V def2-TZVPD def2/J DEFGRID3
* xyz 0 1
H 0.253 -0.050 2.226
H 1.437 2.772 3.646
H -4.324 1.449 -3.308
O -3.725 0.689 3.132
O -3.470 -1.653 -2.756
H 4.216 -3.055 1.515
O 3.791 0.663 3.543
O 2.768 -6.138 -0.203
O 3.850 3.801 0.856
H -2.700 -1.911 1.364
H 3.010 0.067 -2.511
H -4.087 -1.661 1.147
O 2.521 -2.333 4.164
O -1.905 -4.543 -2.404
H 1.389 0.912 -0.222
H 1.551 2.265 2.232
O -4.065 -4.790 -0.922
H 2.010 -2.157 0.563
O -0.134 -1.295 -0.143
H 3.591 3.007 -3.847
O -2.115 0.081 -0.379
H -3.666 -3.958 -1.058
H -0.396 2.139 6.117
O 3.191 -4.467 -3.692
H 2.598 3.325 -1.421
H 1.214 -2.853 1.629
H -0.369 -4.029 4.708
H 5.550 -1.012 0.426
O -3.197 3.039 2.805
H -0.743 -3.611 0.925
H -1.975 -4.774 2.130
H -4.044 -5.457 -1.561
H 4.082 -0.203 3.960
H 1.383 -0.680 -5.982
O 2.874 4.205 -1.752
H 3.852 3.832 1.833
O -2.171 4.613 -0.685
H -2.271 -4.222 0.715
O -2.552 -2.484 4.015
H 2.054 -6.572 0.244
O -1.486 -5.586 1.889
H 1.712 6.198 -1.925
H 0.465 4.635 -3.203
H -3.112 -2.337 4.736
O -3.464 -1.518 1.863
H -3.809 3.720 2.876
H -0.744 -5.955 2.385
H 1.697 -0.989 -4.412
H 2.341 -5.272 -0.453
H -4.966 1.729 0.937
H -3.716 0.595 -4.831
H -3.099 0.022 3.347
H 3.129 4.768 -0.965
O -1.987 2.651 -2.375
H 3.073 -2.582 3.407
H -4.876 1.603 -0.609
H -0.943 1.228 -0.241
H -1.896 -5.511 -2.504
H 0.321 6.383 -2.451
H 2.248 2.929 -4.340
H -2.852 -2.503 3.126
O -0.663 -4.975 4.486
H -0.743 -1.881 -0.513
O 0.084 1.394 5.765
O 0.870 6.613 -1.701
O -5.185 1.388 -2.683
H -4.182 0.417 2.306
H 4.221 0.267 -3.473
H -1.486 -3.014 -4.857
H -2.858 0.005 -0.988
H 3.892 2.379 3.944
O 3.146 2.904 -4.700
H 1.661 -0.667 0.014
H -1.571 -5.024 4.163
H -1.571 3.477 -2.053
O -0.148 4.942 -3.905
H -2.794 0.284 0.341
H 4.033 -4.615 -3.270
H -2.216 0.820 -5.677
O 3.591 3.308 4.087
H -2.782 2.425 3.351
H -0.697 -1.347 2.839
O 0.245 -1.032 2.575
H 0.104 1.827 -2.496
H -2.619 -2.004 -2.971
H 2.924 0.833 4.003
H 0.340 5.054 -4.699
O 5.265 -0.065 0.385
O -1.882 -2.202 -5.107
O 3.522 -0.385 -3.223
H 1.716 -1.941 3.828
O 2.043 0.131 -0.338
H -0.112 -1.192 0.812
H 3.144 -3.532 -3.781
H 4.375 -0.144 0.748
O 1.107 -0.952 -5.121
O -4.671 1.120 0.216
H 0.364 5.354 3.709
O 0.036 4.515 3.374
H -1.969 2.627 -3.328
H -0.805 4.693 2.938
O -0.317 1.883 0.157
H 3.263 3.232 5.014
H 5.721 -3.313 1.903
O 1.006 2.097 -2.497
O 2.095 -2.545 1.433
O 5.163 -3.023 1.168
H -2.896 4.561 -0.055
H -0.690 2.733 0.067
O -2.998 1.055 -5.252
H -4.081 -1.411 -3.399
H -1.393 -4.515 -3.283
H 1.055 2.506 -1.629
H 0.651 1.854 5.174
H -1.655 5.420 -0.574
H 3.795 2.846 0.481
H -5.269 2.335 -2.773
H -1.487 -1.402 -4.862
O -1.671 -3.381 0.668
O 1.182 2.009 3.134
*
```

Mulliken atomic charge list, values in e, 2 entries: 0.0312, 0.1208

***

3.
Here is a molecular structure, C5H8N3 from OMol25. Energies are from ωB97M-V with the def2-TZVPD basis set.

The HOMO energy (spin up / spin down) is -13.55 / -13.55 eV. The value obtained for the LUMO energy (spin up / spin down) is -4.119 / -4.119 eV. The energy above the lowest of the compared OMol25 structures with the same formula, charge and spin is 486.7 kJ/mol. Its strongest force on any atom is 6.9 eV/A. The orbital gap (spin up / spin down) comes out at 9.4 / 9.4 eV.

The geometry in ORCA input format:
```
! RIJCOSX wB97M-V def2-TZVPD def2/J DEFGRID3
* xyz 1 1
H 2.872 0.399 0.101
H 1.235 -1.813 -0.522
C -1.596 -1.153 0.065
H 0.866 2.354 -0.475
C 0.860 1.525 0.192
N -2.344 0.987 -0.063
N -2.515 -0.238 -0.075
H -1.700 -2.160 0.010
C 1.741 0.306 -0.194
N -0.417 -0.510 -0.001
H -3.520 -0.659 -0.314
C -0.402 0.812 0.028
H 1.009 -1.162 1.271
C 0.992 -0.997 0.121
H 1.253 2.029 1.106
H 1.666 0.280 -1.249
*
```

Mulliken atomic charge list, values in e, 2 entries: 0.3679, 0.3686

***

4.
Here is a molecular structure, C34H76Cl8F6N7O18 from OMol25. Energies are from ωB97M-V with the def2-TZVPD basis set.

The HOMO energy is -4.39 eV. The value obtained for the LUMO energy is 1.811 eV. Its strongest force on any atom is 7.7 eV/A. The orbital gap comes out at 6.2 eV.

The geometry in ORCA input format:
```
! RIJCOSX wB97M-V def2-TZVPD def2/J DEFGRID3
* xyz -1 1
H -35.741 -9.382 11.670
C -32.398 -9.881 5.923
H -26.257 -8.963 1.818
C -32.649 -7.868 2.902
C -28.681 -7.632 7.019
H -32.878 -11.118 10.270
H -33.800 -9.581 3.483
H -31.475 -10.131 6.444
C -31.953 -1.930 5.407
H -32.040 -8.400 2.177
H -32.206 -6.627 4.528
H -34.042 -9.200 -1.055
H -34.570 -7.230 6.039
H -31.084 -4.273 4.342
H -33.804 -7.956 12.314
H -25.834 -7.460 2.595
H -39.232 -4.412 2.120
N -32.846 -7.387 -0.984
H -30.447 -6.369 2.126
C -34.007 -6.274 5.938
H -37.852 -11.516 5.567
O -27.703 -3.180 1.923
H -29.290 -4.114 5.771
O -34.917 -10.459 1.446
H -34.915 -7.682 -1.116
H -30.886 -12.804 1.104
N -28.606 -2.731 1.220
H -27.873 -5.060 5.705
C -36.427 -7.006 1.737
H -32.481 -1.452 6.227
H -31.896 -2.419 0.296
O -31.836 -7.721 -0.418
Cl -30.549 -12.981 3.438
O -30.887 0.200 5.291
H -31.687 -1.801 1.944
Cl -30.399 -10.104 1.477
H -37.601 -5.283 5.325
O -32.148 -9.314 4.682
Cl -33.551 -16.846 6.148
H -34.336 -8.942 9.792
H -28.534 -11.324 2.325
C -33.299 -5.975 7.258
O -34.370 -12.501 1.121
H -35.294 -10.400 4.379
F -32.154 -6.683 7.363
H -35.495 -4.049 7.151
H -37.217 -11.619 1.111
H -26.993 -8.769 6.499
C -36.807 -11.652 5.301
H -31.540 -9.987 10.456
H -29.436 -1.043 0.393
H -36.677 -11.001 14.346
O -30.296 -1.366 3.940
Cl -35.830 -9.464 6.476
C -35.404 -9.338 13.767
C -31.120 -5.813 2.779
H -31.868 -5.408 2.103
H -26.140 -8.954 3.581
N -33.535 -2.694 1.653
H -27.716 -0.883 0.761
N -31.738 -6.897 3.615
F -37.882 -7.492 3.560
H -36.908 -9.649 4.439
H -34.166 -8.187 0.404
H -29.438 -13.685 1.469
C -37.686 -5.120 0.812
H -33.074 -10.742 5.914
C -26.421 -8.371 2.716
H -32.192 -14.736 4.534
H -28.060 -3.740 4.521
H -28.680 -11.328 0.649
H -37.858 -3.382 2.148
H -30.957 -7.529 3.827
H -36.219 -5.618 7.457
H -35.463 -8.248 13.846
H -33.425 -7.263 2.428
H -32.646 -2.258 4.640
H -36.401 -10.996 -0.452
H -32.839 -9.334 12.539
H -28.975 -6.865 7.734
Cl -36.809 -12.783 3.882
Cl -29.770 -8.958 7.434
N -35.154 -11.583 1.078
H -38.032 -4.242 6.757
C -37.262 -4.517 6.028
O -35.333 -7.143 2.483
H -34.809 -10.780 12.223
F -38.894 -7.581 1.659
O -29.520 -3.392 0.793
O -28.154 -7.204 1.762
H -37.514 -9.853 13.425
C -38.467 -3.978 1.471
C -33.670 -8.974 11.924
H -36.277 -12.178 6.085
Cl -33.631 -13.542 6.053
C -34.958 -9.704 12.367
Cl -26.109 -6.693 7.291
H -32.756 -0.943 0.831
H -28.850 -0.844 2.112
O -36.803 -5.593 1.839
H -29.941 -4.165 3.004
C -30.010 -12.803 1.751
C -36.746 -9.916 14.202
H -34.641 -9.687 14.473
C -30.440 -4.864 3.689
C -37.668 -7.804 2.233
F -37.371 -9.105 2.207
H -36.208 -7.258 0.671
C -35.935 -4.928 6.648
H -35.137 -15.620 4.894
H -38.467 -5.845 0.536
C -36.465 -11.730 0.339
C -33.447 -8.983 10.421
H -31.330 -2.733 5.787
H -37.120 -9.482 15.127
O -29.272 -5.466 4.271
F -34.074 -6.274 8.348
O -33.365 -3.385 2.635
O -35.087 -5.341 5.604
C -32.524 -10.119 10.001
H -32.879 -9.180 6.620
H -34.031 -8.278 4.528
H -37.214 -3.633 5.378
C -29.271 -11.519 1.543
N -27.816 -7.857 2.715
H -28.795 -7.308 5.989
F -32.930 -4.658 7.399
C -34.054 -8.180 -0.681
C -33.230 -8.759 3.949
C -27.263 -8.063 7.285
N -30.985 -0.927 4.854
H -27.106 -8.563 8.235
C -28.666 -1.262 1.129
H -34.063 -16.435 3.867
O -28.514 -8.165 3.663
C -34.078 -15.845 4.786
O -32.954 -6.386 -1.623
O -34.545 -2.698 0.967
H -33.629 -13.989 3.799
C -33.259 -14.577 4.637
C -28.579 -4.544 5.050
O -33.250 -6.283 4.837
H -32.978 -8.036 10.151
C -32.394 -1.926 1.123
H -32.364 -10.144 8.920
C -36.209 -10.299 4.953
H -36.467 -12.729 -0.087
H -38.969 -3.393 0.689
H -37.163 -4.910 -0.128
*
```

Mulliken atomic charge list, values in e, 2 entries: 0.2785, -0.2673